This record from the Open Molecules 2025 dataset describes a structure of composition C16H14MoN2O5S2. The level of theory is ωB97M-V with the def2-TZVPD basis set.

The lowest unoccupied orbital energy (spin up / spin down) is -0.7227 / -0.7592 eV. As for the orbital gap (spin up / spin down): 7.35 / 7.22 eV. As for the multiplicity: 1. As for the HOMO energy (spin up / spin down): -8.1 / -8.0 eV. As for the total energy: -1968.4480 hartree. The calculation puts the largest force on an atom at 0.48 eV/Å.

Element x y z (Å)
Mo1 -0.20608 0.12604 -0.48299
O1 1.24862 -1.15890 -0.17281
C1 2.48947 -1.02041 -0.63668
C2 3.13390 -2.13152 -1.18877
C3 4.41074 -2.00899 -1.68448
C4 5.10404 -0.79381 -1.61359
C5 4.49949 0.29257 -1.03330
C6 3.18240 0.20245 -0.55830
C7 2.59025 1.26011 0.20577
N1 1.33144 1.34997 0.43731
C8 0.88806 2.08397 1.61779
C9 0.27673 1.00916 2.52244
N2 -0.77770 0.37930 1.73227
C10 -1.95119 0.29683 2.23719
C11 -3.13659 -0.01746 1.48270
C12 -4.31509 -0.39934 2.13585
C13 -5.47270 -0.61757 1.42560
C14 -5.47423 -0.41492 0.04161
C15 -4.33696 0.00052 -0.61817
C16 -3.15402 0.19789 0.09357
O2 -2.06751 0.62697 -0.53897
H1 2.57988 -3.05797 -1.24943
H2 4.88543 -2.86725 -2.14230
H3 6.10828 -0.71526 -2.00636
H4 5.02842 1.23466 -0.94510
H5 3.26167 1.95996 0.70783
H6 0.11889 2.81036 1.34624
H7 1.71618 2.60092 2.10644
H8 -0.11256 1.44238 3.44681
H9 1.04491 0.27235 2.76589
H10 -2.08223 0.53864 3.29549
H11 -4.29738 -0.53220 3.21172
H12 -6.37367 -0.93397 1.93219
H13 -6.38227 -0.58152 -0.52315
H14 -4.32372 0.16807 -1.68660
O3 1.42757 -0.84665 -3.74855
S1 0.17603 -0.28690 -3.32727
O4 0.46588 0.77400 -2.17889
O5 -0.65882 0.32185 -4.31756
S2 -0.84554 -1.56434 -2.09146

***

This record from the Open Molecules 2025 dataset describes a structure of composition C3H7AlCl3FOPZn in a non-equilibrium geometry. The level of theory is ωB97M-V with the def2-TZVPD basis set.

The lowest unoccupied orbital energy is -8.6294 eV. As for the orbital gap: 3.33 eV. As for the multiplicity: 1. As for the HOMO energy: -12.0 eV. As for the total energy: -4037.0027 hartree. The calculation puts the largest force on an atom at 3.55 eV/Å. Its charge is +1.

Element x y z (Å)
C1 -1.79965 -0.42312 1.82357
C2 -0.92631 -1.37975 0.95883
Cl1 0.31063 -2.16527 2.05427
C3 -0.17930 -0.77601 -0.26762
Cl2 -0.87617 -1.51805 -1.82432
Al1 -0.13002 1.19547 -0.61142
F1 -0.86963 2.30576 0.56180
P1 2.18379 1.81775 -0.71030
O1 2.96529 0.69820 -1.69146
Cl3 2.99560 1.72276 1.20690
H1 -2.37952 0.33593 1.26454
H2 -2.51960 -1.05137 2.39956
H3 -1.14348 0.03531 2.59928
H4 -1.58234 -2.20707 0.59374
H5 0.87235 -1.15565 -0.22956
H6 -0.64776 1.49299 -2.12237
H7 3.72545 1.15751 -2.08527
Zn1 0.00067 -0.08539 -3.92019

***

- What is the formula in the second record?
  C3H7AlCl3FOPZn